# 1
{"formula": "C31H36BrF6KN8O6S2Se", "method": "the ωB97M-V functional and the def2-TZVPD basis", "relative_energy_kj_mol": 244.5, "total_charge": -2, "gap_ev": 5.46, "e_homo_ev": -1.692, "elements": ["C", "N", "H", "C", "F", "C", "H", "H", "C", "H", "K", "H", "N", "N", "C", "O", "H", "H", "H", "F", "H", "C", "H", "S", "C", "H", "H", "F", "H", "C", "N", "H", "O", "C", "C", "H", "H", "C", "C", "H", "C", "H", "C", "N", "C", "C", "C", "H", "C", "C", "H", "H", "H", "H", "C", "F", "H", "C", "C", "N", "N", "O", "H", "C", "O", "H", "H", "C", "F", "C", "C", "H", "Se", "O", "H", "H", "H", "H", "S", "C", "N", "H", "H", "C", "C", "Br", "C", "H", "F", "H", "C", "O"], "coordinates": [[-3.887, 0.617, 3.233], [-0.833, 2.581, -1.181], [4.460, -1.768, 2.421], [3.998, 5.077, -3.789], [-0.034, -5.763, -3.351], [-5.243, 3.077, -0.176], [-6.715, 3.575, 7.496], [-0.859, 2.203, -0.233], [-6.747, 2.796, 6.729], [-0.379, -1.330, 2.633], [-0.997, -0.877, -0.666], [2.085, -1.960, 3.107], [3.298, -2.748, 0.976], [0.034, -0.504, 3.051], [3.391, -3.504, -0.253], [-2.148, 0.703, -1.721], [-5.982, 1.007, 4.831], [4.690, 6.907, -4.663], [-7.607, 3.000, 6.083], [1.752, -4.573, -3.020], [1.389, 1.819, -0.139], [-4.124, 2.355, -0.569], [-5.910, 2.682, 0.582], [-0.474, -3.449, -2.214], [-5.493, 4.314, -0.762], [4.942, 4.564, -3.955], [1.604, -1.955, -0.713], [0.876, -4.292, 1.980], [-3.918, 1.371, -0.168], [1.402, 2.163, -1.175], [-0.080, -4.141, -0.841], [3.801, -2.909, -1.081], [-1.326, -2.671, 0.798], [-3.041, 2.698, 4.429], [1.623, 6.402, -3.339], [5.076, -3.355, 1.910], [0.922, 4.563, -2.506], [1.271, -0.157, 2.543], [-3.281, 3.708, 5.387], [-6.935, 1.840, 7.227], [-3.487, 4.102, -2.064], [-2.950, 0.081, 3.392], [-5.223, 1.771, 4.994], [1.382, -1.562, 0.199], [2.243, -1.850, 1.094], [1.755, 5.073, -2.955], [-2.268, 4.788, 5.632], [4.220, 2.643, -3.135], [-0.261, -4.899, 1.651], [-3.235, 2.848, -1.513], [2.411, -3.879, -0.537], [2.552, 8.106, -4.268], [-4.629, 4.510, 6.850], [-1.786, 2.264, -2.997], [2.957, 4.382, -3.159], [0.351, -4.025, -4.587], [0.686, 6.913, -3.151], [-2.037, 2.001, -1.948], [3.270, 2.987, -2.745], [1.725, 1.009, 2.317], [0.345, 2.529, -1.802], [0.120, -2.148, -2.403], [-3.837, 1.029, 2.221], [-4.471, 3.719, 6.118], [-2.337, -4.828, 0.153], [5.253, -1.941, 0.850], [-6.366, 4.887, -0.474], [-5.458, 2.762, 5.940], [-1.061, -4.925, 2.713], [2.676, 2.143, -1.893], [0.459, -4.525, -3.360], [-1.833, 4.139, -3.021], [-1.422, 2.690, 3.415], [-1.855, -3.604, -2.577], [4.045, -4.362, -0.086], [-4.779, 5.794, -2.172], [-4.718, -0.092, 3.293], [0.992, 1.700, 2.469], [-1.159, -4.027, 0.322], [-4.049, 1.718, 4.243], [2.151, -1.276, 2.366], [-0.605, 0.298, 3.132], [-2.079, 5.353, 4.716], [-4.617, 4.825, -1.710], [3.860, 6.400, -4.186], [3.715, 0.561, -1.478], [2.666, 7.073, -3.959], [-1.305, 4.355, 5.916], [0.013, -6.152, 1.279], [-2.611, 5.469, 6.417], [4.590, -2.435, 1.575], [-2.629, 4.682, -2.970]], "forces_ev_per_a": [[0.0139, 0.0404, 0.0223], [-0.1219, 0.2142, -0.1475], [-0.0283, 0.0079, 0.0018], [0.0442, 0.0578, -0.0168], [0.1110, -0.0623, -0.0995], [0.0070, 0.0783, -0.0224], [0.0026, -0.0458, -0.0374], [0.1294, 0.0710, 0.2031], [0.0729, 0.0117, -0.0748], [0.0691, 0.0420, 0.0157], [0.1601, 1.0143, 0.6095], [-0.0285, -0.0210, -0.0059], [0.1399, -0.0059, 0.1576], [0.0427, 0.2195, -0.1449], [0.0302, 0.0114, 0.0312], [-0.7960, 1.5691, -0.7472], [0.0608, 0.0316, -0.0083], [0.0048, -0.0045, -0.0202], [0.0386, -0.0097, 0.0392], [0.0058, -0.0815, -0.1545], [0.0465, -0.0430, 0.0121], [-0.0597, -0.0052, -0.0724], [0.0336, 0.0263, -0.0402], [-0.0978, -0.3112, -0.2960], [0.0436, -0.0882, 0.0016], [-0.0686, 0.0472, -0.0080], [0.1444, 0.1341, 0.1339], [0.0922, -0.0545, 0.1190], [0.0062, -0.0001, -0.0144], [0.2522, 0.1450, 0.0083], [-0.4310, 0.2636, -0.1002], [-0.0178, -0.0093, -0.0022], [-0.3424, -1.4175, 0.7982], [-0.1894, -0.0297, 0.0365], [-0.0502, -0.0685, 0.0437], [-0.0175, 0.0060, -0.0105], [-0.0923, -0.0673, 0.0764], [-0.0598, -0.0008, 0.0402], [-0.0938, -0.1551, -0.0524], [0.0008, 0.0393, -0.0073], [0.1485, 0.1163, 0.0140], [-0.0180, -0.0075, -0.0024], [0.0947, -0.0330, -0.0580], [0.6511, -0.1009, 0.2439], [-0.0971, 0.2596, -0.1194], [0.1573, -0.0553, -0.0106], [0.0292, 0.0318, 0.0236], [0.0104, 0.0354, -0.0580], [0.1430, 0.0278, -0.3182], [-0.0840, -0.1606, -0.0048], [-0.0456, -0.0162, -0.0087], [-0.0040, -0.0361, 0.0302], [0.0287, -0.0266, -0.0326], [0.0159, -0.0255, -0.1289], [-0.0370, -0.2022, 0.0552], [0.0897, -0.0845, -0.1798], [0.0246, -0.0609, -0.0272], [0.2011, -0.1092, 0.1984], [-0.0857, 0.3783, -0.0215], [0.0461, -0.2616, -0.0024], [-0.3432, -0.3875, -0.2746], [0.4148, -0.8361, -0.5261], [0.0346, -0.0198, 0.0323], [0.1128, 0.0442, -0.0467], [0.1297, 0.1053, -0.0226], [-0.0318, -0.0211, 0.0212], [0.0024, 0.0103, 0.0012], [-0.0821, -0.0414, 0.0256], [0.0363, -0.0992, 0.2333], [-0.0242, 0.0616, 0.1169], [0.0002, -0.0061, 0.2939], [0.0075, -0.0173, 0.0352], [-0.1561, -0.0360, 0.0209], [0.1657, 0.1125, 0.0420], [0.0340, 0.0057, -0.0119], [-0.0039, -0.0678, 0.0510], [0.0426, 0.0539, -0.0281], [-0.0775, 0.0252, 0.0385], [-0.3768, -0.1312, 0.0152], [0.0020, 0.1578, 0.1101], [-0.0330, 0.0674, -0.1475], [0.0535, -0.1589, 0.1116], [0.0025, -0.0157, 0.0284], [-0.0444, 0.0848, 0.0013], [-0.0290, -0.1272, 0.0697], [-0.1073, 0.0645, -0.0162], [0.0985, -0.0163, -0.0331], [-0.0272, 0.0208, -0.0111], [0.0576, -0.0198, 0.1631], [0.0259, -0.0366, -0.0499], [-0.1266, 0.0077, -0.1438], [-0.0842, -0.0022, 0.0398]]}



# 2
{"formula": "C31H36ClIrN2OPSe", "method": "the ωB97M-V functional and the def2-TZVPD basis", "relative_energy_kj_mol": 267.6, "total_charge": 2, "multiplicity": 2, "gap_ev": [5.52, 5.34], "e_homo_ev": [-13.321, -13.332], "elements": ["C", "C", "C", "Se", "P", "H", "H", "C", "C", "H", "C", "H", "H", "C", "H", "H", "N", "H", "H", "H", "Ir", "C", "H", "C", "C", "H", "H", "N", "H", "H", "C", "C", "H", "H", "C", "Cl", "C", "C", "C", "C", "C", "H", "C", "H", "H", "H", "H", "H", "C", "H", "C", "H", "C", "C", "H", "C", "C", "H", "H", "C", "H", "H", "C", "O", "C", "H", "H", "C", "H", "H", "H", "C", "C", "H"], "coordinates": [[-4.044, 3.202, 3.369], [3.840, -0.616, -3.489], [-3.450, 2.336, 4.292], [-1.096, -0.122, 2.051], [1.792, 0.984, -0.125], [-4.033, 3.871, 1.334], [-6.088, 3.790, 3.463], [1.613, 3.823, -0.255], [-2.113, 1.350, 2.544], [3.717, 0.363, -3.935], [-1.903, -5.035, -3.236], [0.926, 1.832, 1.945], [2.694, 3.926, -0.150], [4.351, -0.284, -0.214], [-4.023, -4.919, -3.043], [-4.971, 5.131, 3.308], [-1.675, -1.543, -1.020], [-1.679, 3.392, 0.055], [-5.163, -3.115, -1.669], [5.835, -0.876, -4.188], [0.370, -0.764, -0.961], [5.015, -1.309, -3.630], [2.150, 0.529, 3.611], [-2.484, 1.427, 3.924], [5.185, -2.585, -3.052], [1.163, 3.893, 0.734], [4.232, -4.177, -2.025], [0.561, -2.612, -1.863], [3.779, -1.188, -0.410], [3.228, -0.154, 2.403], [3.563, 0.973, -0.596], [1.884, 1.398, 1.655], [-1.430, 1.648, -0.066], [1.825, -4.243, -1.730], [-3.034, -3.315, -1.987], [6.701, -3.387, -3.184], [1.745, -3.173, -1.916], [2.892, -2.496, -2.325], [-2.152, 2.417, 0.191], [2.219, 0.214, 2.571], [2.758, -1.157, -2.770], [-2.129, -0.501, 4.809], [-4.056, -1.526, -0.762], [-0.758, 0.599, 4.902], [1.691, 2.486, -1.960], [-1.927, -5.907, -3.873], [-3.769, 2.369, 5.326], [-2.986, 2.371, -0.513], [1.238, 2.522, -0.967], [-5.143, 4.290, 4.864], [-5.111, 4.161, 3.785], [-4.916, -1.012, -0.360], [-2.628, 2.300, 1.610], [-4.188, -2.683, -1.481], [5.273, -0.338, -0.790], [-1.790, -2.723, -1.700], [-1.845, 0.543, 4.956], [3.589, 1.120, -1.675], [4.000, 1.856, -0.127], [-3.068, -4.483, -2.781], [0.248, -4.894, -3.298], [2.653, 2.165, 1.756], [-0.663, -4.459, -2.907], [1.699, -0.417, -2.543], [-0.611, -3.324, -2.133], [-2.150, 0.837, 5.958], [4.627, -0.281, 0.838], [-2.783, -0.981, -0.568], [1.259, 4.667, -0.844], [1.534, -0.619, 2.420], [0.162, 2.480, -1.125], [4.130, -3.179, -2.434], [-3.598, 3.177, 2.044], [-2.684, -0.047, -0.041]], "forces_ev_per_a": [[0.0692, 0.0528, -0.0031], [-0.3573, 0.2272, -0.2496], [-0.0369, -0.0188, 0.0386], [0.5419, -0.1814, -0.4660], [0.8239, 0.6358, 0.1176], [0.0505, 0.0355, 0.0151], [0.0080, -0.0181, 0.0097], [0.0825, -0.0783, 0.0357], [0.0487, 0.1244, -0.3094], [0.0617, 0.0056, 0.0134], [-0.0211, -0.0501, 0.0799], [0.0257, 0.0895, -0.0166], [-0.0125, 0.0322, 0.0273], [0.0208, 0.1520, 0.1780], [-0.0082, 0.0186, 0.0261], [0.0163, 0.0106, 0.0303], [0.7836, 0.1516, -0.1295], [0.0084, -0.0134, -0.0230], [0.0094, -0.0050, -0.0077], [0.0007, 0.0366, 0.0401], [-0.6942, -0.1127, -0.7806], [0.0355, -0.1656, 0.0389], [-0.0034, -0.0299, 0.0118], [0.0155, -0.1740, -0.0711], [0.0151, 0.1551, -0.1706], [-0.0102, 0.0212, -0.0070], [-0.0541, -0.0154, -0.0485], [0.1254, 0.3541, 1.3168], [0.0448, -0.0443, 0.0575], [-0.0009, 0.0163, 0.0273], [-0.0161, -0.5825, -0.1170], [-0.2807, -0.5701, 0.2226], [0.0062, -0.0103, -0.0086], [-0.2051, -0.0795, -0.3735], [-0.0540, 0.0099, 0.0508], [0.0304, 0.0078, -0.0114], [-0.2362, -0.2733, -0.1691], [0.3828, 0.4313, 0.3514], [-0.0763, 0.0734, 0.0233], [0.0626, 0.0574, -0.1121], [0.4929, -0.4112, 0.0869], [0.0199, -0.0094, 0.0215], [0.0003, -0.1102, -0.1208], [0.0045, -0.0133, 0.0127], [-0.0315, -0.0810, -0.0091], [0.0140, -0.0244, 0.0426], [0.0566, 0.0594, 0.0083], [0.0085, -0.0150, -0.0007], [-0.2522, -0.1047, -0.1480], [0.0158, 0.0128, -0.0037], [-0.0667, -0.0398, -0.0328], [0.0292, 0.0246, 0.0299], [-0.0421, -0.0737, 0.1472], [-0.0010, 0.0635, 0.0346], [-0.0018, 0.0255, -0.0091], [-0.2817, -0.0444, 0.1765], [-0.0868, -0.0271, 0.0106], [0.0027, 0.0703, 0.0244], [-0.0880, 0.0734, -0.0424], [0.0272, -0.0588, -0.0158], [-0.0294, 0.0198, -0.0647], [-0.0665, 0.0908, -0.1176], [0.1117, 0.0296, -0.0206], [-0.9435, 0.5222, 0.7819], [0.0958, -0.3822, -0.3289], [-0.0365, 0.0173, -0.0230], [0.0058, -0.0032, -0.0093], [-0.0846, 0.3087, -0.1230], [0.0116, -0.0076, -0.0167], [0.0392, -0.0386, 0.0369], [0.0029, -0.0053, -0.0142], [-0.1255, -0.1278, 0.1388], [-0.0293, 0.0028, -0.0248], [0.0263, -0.0193, -0.0655]]}



# 3
{"formula": "C31H36N3O6PTi", "method": "the ωB97M-V functional and the def2-TZVPD basis", "relative_energy_kj_mol": 0.0, "total_charge": 2, "gap_ev": [6.53, 6.53], "e_homo_ev": [-13.788, -13.789], "elements": ["C", "O", "H", "C", "C", "C", "H", "O", "H", "H", "C", "C", "H", "O", "C", "H", "C", "C", "C", "N", "H", "H", "H", "C", "C", "C", "C", "H", "H", "H", "C", "C", "H", "H", "H", "C", "P", "Ti", "C", "C", "H", "N", "N", "C", "H", "H", "H", "H", "O", "C", "O", "C", "C", "C", "H", "C", "H", "C", "C", "H", "C", "H", "H", "H", "H", "H", "C", "O", "H", "H", "H", "C", "H", "H", "C", "H", "H", "H"], "coordinates": [[-4.159, -1.343, -0.793], [-1.631, -6.835, 1.336], [0.895, 1.933, -4.817], [1.088, -1.657, 2.238], [-2.289, -3.425, 0.347], [-1.465, 1.767, 2.249], [2.174, 1.419, 2.237], [1.654, 1.791, -2.317], [4.794, 2.766, -2.846], [-4.547, -2.358, -0.761], [-2.040, -2.111, 0.376], [-0.309, 2.369, 2.758], [-2.357, -0.705, -3.722], [-0.761, -5.342, -0.258], [3.028, -1.551, 3.572], [3.789, -2.049, 4.154], [-0.191, -3.720, 1.633], [-0.602, 0.528, -4.085], [-1.273, -4.342, 0.857], [-2.397, 0.191, -0.229], [-3.162, -3.857, -0.122], [0.219, 3.100, 2.151], [0.522, -4.375, 2.131], [-1.358, -5.810, 0.807], [-2.176, 0.813, 3.053], [3.125, 1.766, -2.030], [2.159, 0.387, 2.491], [-0.920, 0.931, 6.937], [-4.786, 1.784, -1.886], [4.639, 0.266, -2.142], [-4.288, 0.953, -1.409], [-0.158, 1.670, -5.019], [3.475, 0.180, -3.450], [-2.093, -0.349, -5.405], [1.088, 2.362, 4.407], [3.590, 0.372, -2.383], [0.420, 1.214, -1.614], [-0.430, 0.278, 0.632], [-0.569, 1.123, 4.841], [1.989, -2.293, 3.073], [-0.236, 1.313, -6.053], [1.134, -0.345, 2.011], [-0.922, -1.551, 0.961], [-1.731, 0.511, 4.321], [0.429, -1.116, -5.039], [0.237, -0.283, 6.279], [2.776, 1.330, 0.036], [1.376, -0.306, -3.831], [-0.134, 1.932, -0.375], [-2.008, 0.071, -4.388], [0.571, -0.190, -0.965], [-0.087, 0.777, 6.227], [0.372, -0.612, -4.064], [3.312, 2.102, -0.579], [3.450, 2.496, -4.005], [-4.851, -0.298, -1.379], [3.031, -0.403, -1.860], [-3.053, 1.170, -0.839], [-0.025, -2.389, 1.594], [3.984, 0.374, 3.592], [0.144, 2.003, 4.016], [2.944, 3.102, -0.362], [-3.053, 0.306, 2.691], [1.926, -3.362, 3.260], [-2.264, -0.225, 4.894], [-5.797, -0.506, -1.890], [-2.922, -1.058, -0.208], [-0.679, 1.139, -2.694], [-2.686, 0.934, -4.296], [0.743, 1.410, 6.516], [4.366, 2.038, -0.354], [3.120, -0.205, 3.266], [-1.914, 2.167, 1.342], [-0.794, 2.531, -4.949], [3.716, 2.765, -2.972], [3.353, 3.749, -2.751], [0.113, -1.367, -3.335], [-2.632, 2.156, -0.809]], "forces_ev_per_a": [[0.6040, 0.1525, 0.5242], [0.0511, 0.4023, -0.3787], [-0.5497, 0.0196, -0.1219], [-0.6741, -0.9455, 0.3864], [0.1833, -0.3208, -0.0792], [-0.6323, -0.5075, 0.5155], [0.0800, 0.5664, -0.1183], [-0.2467, 0.1888, 0.2713], [0.1684, -0.0288, -0.1369], [0.0020, 0.2804, -0.0755], [-0.9106, 0.6743, -0.2830], [-0.0997, -0.2105, -0.0199], [0.0526, -0.2609, 0.4262], [0.3200, 0.1213, -0.2814], [0.2786, -0.3501, 0.1407], [0.0783, 0.1309, 0.1728], [0.2954, -0.1747, -0.4197], [0.2068, 0.7550, -0.4825], [0.1351, -0.1010, 0.2881], [0.6938, -1.2619, 0.5817], [-0.0287, 0.1611, 0.0269], [-0.0183, -0.0266, 0.1231], [-0.2277, 0.1908, -0.0904], [-0.4403, -0.3562, 0.7622], [0.8358, 0.5950, -0.4213], [-0.2188, -0.6362, -0.0993], [-0.2702, -0.9488, 0.1378], [0.4549, -0.1768, -0.2003], [-0.0813, 0.0123, -0.0096], [0.2619, -0.0239, 0.0679], [0.1571, 0.8665, -0.1915], [0.5996, -1.0339, 0.0140], [0.0635, 0.1143, -0.0264], [0.2240, 0.3657, 0.3318], [-0.0855, 0.3574, -0.0830], [-0.1348, -0.3754, -0.0817], [-0.0178, -0.4451, -1.5995], [0.5426, -0.1643, 0.1848], [-0.1077, -0.3322, -0.4020], [0.1791, -0.3126, -0.2587], [0.1382, -0.0106, 0.1528], [-0.4514, 0.4830, -0.8155], [-0.0208, 0.5431, -0.0514], [0.6129, 0.3650, -0.2254], [-0.2086, 0.2805, 0.1626], [-0.2594, 0.5621, 0.0127], [0.5098, 0.7040, -0.3836], [0.4240, 0.3364, 0.0174], [-0.1991, 0.9509, 0.2201], [-0.5355, 0.5309, -0.3023], [0.2183, -0.3529, 0.6369], [-0.4387, -0.3025, -0.1405], [0.2450, -0.6653, -0.3887], [-0.6149, -0.7085, 0.4242], [0.2535, 0.1798, 0.3216], [-0.5550, -0.9757, -0.5773], [0.0169, 0.0299, 0.1984], [-0.8423, 0.1700, 0.1256], [0.2603, -0.1407, 0.4581], [-0.3072, -0.0822, 0.0197], [-0.0063, -0.1743, 0.5763], [-0.0293, 0.0199, 0.1257], [-0.2843, 0.0796, -0.2657], [-0.0467, 0.3169, 0.0146], [-0.1540, -0.1153, 0.3185], [0.2772, 0.2211, 0.3566], [-0.2792, -0.7569, -0.4424], [-0.2540, 0.1743, 0.0017], [0.1162, -0.3330, -0.1795], [0.1301, 0.0778, 0.1166], [0.3339, 0.0640, 0.2310], [0.8335, 0.6592, 0.0928], [-0.0311, 0.0076, 0.1561], [-0.2830, 0.4183, 0.2746], [-0.1034, -0.1413, -0.4484], [-0.2028, 0.6318, 0.0284], [-0.3186, -0.2283, 0.2131], [0.3324, 0.2202, -0.1301]]}



Number 1: calculated total energy -9063.42322 Ha. Number 2: calculated total energy -4694.35406 Ha. Number 3: calculated total energy -3009.13679 Ha.